a.
ORCA calculation (the ωB97M-V functional and the def2-TZVPD basis) on a gas-phase ion, C7H16N (charge +1).

The geometry in XYZ format:
```
24
Properties=species:S:1:pos:R:3:nbo_charge:R:1
C 0.452 1.492 -2.186 -0.223
C -0.291 0.867 -0.975 -0.423
C 0.463 -0.285 -0.262 -0.435
C -0.390 -0.011 1.979 -0.140
C -0.274 -0.805 0.903 -0.033
C -0.821 -2.203 0.734 -0.649
C -0.918 0.025 3.346 -0.660
N 1.511 0.516 -2.723 -0.638
H -0.117 1.773 -3.115 0.243
H 0.987 2.355 -1.719 0.237
H -1.275 0.639 -1.395 0.225
H -0.482 1.700 -0.212 0.251
H 1.316 0.291 0.081 0.216
H 0.740 -1.153 -0.950 0.196
H -0.102 1.098 1.846 0.169
H -1.202 -2.397 -0.349 0.216
H -1.681 -2.232 1.448 0.235
H -0.097 -2.861 1.133 0.235
H -2.039 0.092 3.383 0.240
H -0.537 -0.744 3.965 0.231
H -0.454 0.988 3.798 0.223
H 2.196 0.210 -2.202 0.419
H 2.078 0.831 -3.544 0.442
H 0.936 -0.186 -2.985 0.423
```

Computed properties:
Total charge = +1
Spin multiplicity = 1


b.
ORCA calculation (the ωB97M-V functional and the def2-TZVPD basis) on a molecular structure, C7H16N.

The geometry in XYZ format:
```
24
Properties=species:S:1:pos:R:3:nbo_charge:R:1
C 0.030 2.000 -1.283 -0.631
C 0.604 1.367 0.072 -0.205
C 1.105 -0.285 -0.515 -0.366
C 0.010 -1.134 -1.076 -0.419
C -0.467 -2.296 -0.175 -0.433
C -1.129 -1.590 0.998 -0.208
C -2.129 -0.791 0.681 0.147
N 1.664 1.677 0.919 -0.664
H 0.175 3.088 -1.249 0.234
H 0.509 1.654 -2.198 0.241
H -1.041 1.814 -1.191 0.224
H -0.248 0.850 0.528 0.223
H 1.388 -0.576 0.501 0.214
H 1.943 -0.021 -1.143 0.236
H 0.250 -1.382 -2.119 0.263
H -0.896 -0.472 -1.157 0.207
H 0.340 -2.952 0.140 0.248
H -1.206 -2.874 -0.718 0.263
H -0.846 -1.768 2.048 0.318
H -2.316 0.141 1.243 0.245
H -0.906 1.182 2.828 -0.018
H 2.462 2.259 0.671 0.403
H -0.202 1.238 2.633 0.017
H 0.583 2.418 0.752 0.461
```

Computed properties:
Total charge = +1
Spin multiplicity = 1


Name the least stable of them. b.


a.
ORCA calculation (the ωB97M-V functional and the def2-TZVPD basis) on a gas-phase ion, C7H16N (charge +1).

The geometry in XYZ format:
```
24
Properties=species:S:1:pos:R:3:nbo_charge:R:1
C -2.009 1.105 1.679 -0.642
C -1.167 0.478 0.592 -0.040
C -0.141 -0.505 1.145 -0.423
C 0.372 -1.602 0.191 -0.413
C 1.729 -1.367 -0.462 -0.473
C 1.688 -0.581 -1.732 -0.102
C 0.641 -0.035 -2.349 -0.516
N -0.390 1.595 -0.080 -0.701
H -2.557 1.994 1.368 0.227
H -1.331 1.409 2.496 0.221
H -2.630 0.421 2.258 0.264
H -1.796 0.038 -0.179 0.223
H 0.714 0.110 1.453 0.196
H -0.488 -1.007 2.043 0.253
H 0.476 -2.513 0.779 0.239
H -0.324 -1.830 -0.616 0.216
H 2.490 -0.988 0.230 0.233
H 2.189 -2.341 -0.666 0.255
H 2.649 -0.279 -2.143 0.222
H 0.824 0.640 -3.177 0.231
H -0.407 -0.210 -2.129 0.191
H -0.982 2.353 -0.405 0.439
H 0.138 1.209 -0.885 0.466
H 0.312 1.905 0.590 0.432
```

Computed properties:
Total charge = +1
Spin multiplicity = 1


b.
ORCA calculation (the ωB97M-V functional and the def2-TZVPD basis) on 2 unconnected molecules or ions with the total composition C7H16N.

The geometry in XYZ format:
```
24
Properties=species:S:1:pos:R:3:nbo_charge:R:1
C 1.314 2.179 -2.893 -0.632
C 1.076 2.144 -1.402 -0.232
C -0.794 1.156 -0.164 0.148
N 0.093 1.087 -1.067 -0.390
H 1.759 1.254 -3.253 0.227
H 0.383 2.354 -3.428 0.230
H 1.997 2.996 -3.117 0.260
H 1.988 1.921 -0.837 0.235
H 0.693 3.077 -1.004 0.226
H -1.545 0.387 -0.064 0.244
H -0.816 2.031 0.471 0.226
H 0.143 0.264 -1.662 0.436
C -2.086 -1.973 1.569 -0.600
C -0.655 -2.480 1.765 -0.452
C 0.339 -1.638 1.023 -0.164
C 1.135 -0.737 1.581 -0.411
H -2.372 -1.993 0.516 0.194
H -2.794 -2.591 2.118 0.238
H -2.191 -0.961 1.967 0.194
H -0.586 -3.520 1.451 0.228
H -0.413 -2.459 2.829 0.219
H 0.446 -1.852 -0.040 0.180
H 1.812 -0.120 1.002 0.185
H 1.076 -0.524 2.639 0.210
```

Computed properties:
Total charge = +1
Spin multiplicity = 1


Name the least stable of them. b.


a.
ORCA calculation (the ωB97M-V functional and the def2-TZVPD basis) on a gas-phase ion, C7H16N (charge +1).

The geometry in XYZ format:
```
24
Properties=species:S:1:pos:R:3:nbo_charge:R:1
C 0.677 0.586 -2.526 -0.197
C -0.343 0.411 -1.420 -0.434
C 0.260 -0.394 -0.243 -0.430
C 0.472 0.129 2.147 -0.135
C -0.333 -0.028 1.097 -0.021
C -1.840 -0.080 1.215 -0.656
C 0.041 0.465 3.543 -0.663
N 1.167 -0.788 -2.981 -0.674
H 0.337 1.060 -3.442 0.231
H 1.562 1.084 -2.136 0.230
H -1.217 -0.128 -1.772 0.218
H -0.661 1.399 -1.093 0.256
H 1.344 -0.256 -0.147 0.202
H 0.163 -1.465 -0.464 0.194
H 1.545 0.048 2.008 0.194
H -2.276 -0.772 0.491 0.208
H -2.301 0.890 1.043 0.227
H -2.108 -0.408 2.210 0.238
H -0.041 1.551 3.613 0.233
H -0.872 -0.009 3.895 0.222
H 0.764 0.113 4.281 0.230
H 1.840 -1.243 -2.384 0.448
H 1.458 -0.740 -3.946 0.445
H 0.360 -1.426 -2.989 0.437
```

Computed properties:
Total charge = +1
Spin multiplicity = 1


b.
ORCA calculation (the ωB97M-V functional and the def2-TZVPD basis) on 2 unconnected molecules or ions with the total composition C7H16N.

The geometry in XYZ format:
```
24
Properties=species:S:1:pos:R:3:nbo_charge:R:1
C 0.512 1.327 1.470 -0.201
C 1.475 0.664 0.484 -0.407
C 1.176 1.054 -0.971 -0.388
C -0.294 0.818 -1.337 -0.593
C -0.825 -0.383 -0.719 0.563
C -1.138 -1.582 -1.038 -0.307
C -2.038 -2.536 -0.283 -0.625
N 0.474 2.761 1.249 -0.844
H 0.720 1.036 2.506 0.209
H -0.496 0.951 1.201 0.157
H 1.251 -0.410 0.556 0.206
H 2.515 0.852 0.757 0.238
H 1.472 2.075 -1.193 0.251
H 1.808 0.392 -1.573 0.221
H -0.845 1.718 -1.004 0.325
H -0.448 0.810 -2.421 0.324
H 0.403 -2.719 0.921 -0.015
H -0.755 -1.988 -1.981 0.350
H -2.146 -2.182 0.740 0.242
H -1.667 -3.550 -0.372 0.262
H -3.050 -2.489 -0.693 0.262
H -0.251 3.215 1.791 0.376
H 0.809 -3.058 0.403 0.017
H 1.337 3.225 1.508 0.376
```

Computed properties:
Total charge = +1
Spin multiplicity = 1


Name the least stable of them. b.